[1]
{"formula": "C24H48IN4O6P2Rb", "method": "ωB97M-V with the def2-TZVPD basis set", "elements": ["Rb", "C", "C", "N", "C", "C", "C", "C", "C", "C", "C", "N", "C", "C", "N", "N", "H", "H", "H", "H", "H", "H", "H", "H", "H", "H", "H", "H", "H", "H", "H", "H", "H", "H", "C", "C", "C", "O", "P", "O", "C", "P", "O", "O", "C", "C", "C", "O", "C", "C", "C", "O", "C", "C", "C", "H", "H", "H", "H", "H", "H", "H", "H", "H", "H", "H", "H", "H", "H", "H", "H", "H", "H", "H", "H", "H", "H", "H", "H", "H", "H", "H", "H", "H", "H", "I"], "xyz": [[0.52, -0.41, 0.05], [-1.83, 0.80, -3.01], [-1.13, -0.51, -3.35], [-1.08, -1.46, -2.25], [-2.31, -2.09, -1.85], [-3.18, -1.30, -0.88], [-4.52, -1.66, -0.76], [-5.33, -0.96, 0.11], [-4.79, 0.10, 0.82], [-3.44, 0.40, 0.65], [-2.83, 1.54, 1.45], [-1.55, 2.05, 1.01], [-1.54, 3.07, -0.03], [-2.02, 2.63, -1.41], [-1.16, 1.61, -2.00], [-2.65, -0.30, -0.17], [-2.84, 0.58, -2.65], [-1.96, 1.35, -3.96], [-0.10, -0.33, -3.66], [-1.67, -0.93, -4.22], [-0.33, -2.12, -2.40], [-2.06, -3.04, -1.35], [-2.95, -2.35, -2.70], [-4.91, -2.47, -1.36], [-6.38, -1.21, 0.21], [-5.40, 0.69, 1.49], [-2.73, 1.18, 2.48], [-3.54, 2.37, 1.48], [-0.96, 1.29, 0.74], [-0.52, 3.45, -0.10], [-2.16, 3.91, 0.30], [-2.11, 3.52, -2.05], [-3.02, 2.21, -1.32], [-0.33, 2.03, -2.39], [0.79, 2.04, 6.35], [0.55, 1.92, 4.86], [-0.76, 2.55, 4.41], [0.49, 0.51, 4.53], [1.67, -0.18, 3.72], [1.84, 0.23, 2.32], [1.23, -1.91, 3.89], [0.11, -2.54, 2.59], [-0.94, -1.58, 2.23], [0.95, -2.96, 1.35], [2.13, -3.79, 1.09], [2.07, -5.08, 1.88], [3.39, -2.99, 1.32], [-0.41, -3.90, 3.23], [-1.56, -3.83, 4.12], [-1.36, -4.92, 5.16], [-2.83, -4.00, 3.32], [2.96, 0.05, 4.61], [4.13, 0.75, 4.08], [4.74, 1.49, 5.26], [5.07, -0.24, 3.45], [0.84, 3.09, 6.64], [1.72, 1.55, 6.64], [-0.04, 1.58, 6.89], [1.38, 2.37, 4.30], [-1.58, 2.07, 4.94], [-0.89, 2.42, 3.34], [-0.76, 3.61, 4.65], [0.76, -2.07, 4.86], [2.14, -2.51, 3.90], [2.04, -3.98, 0.02], [2.16, -4.88, 2.95], [2.89, -5.73, 1.58], [1.13, -5.60, 1.70], [3.56, -2.79, 2.38], [3.36, -2.06, 0.76], [4.24, -3.56, 0.95], [-1.56, -2.85, 4.60], [-1.33, -5.89, 4.68], [-2.19, -4.91, 5.87], [-0.43, -4.77, 5.71], [-2.83, -4.96, 2.81], [-2.92, -3.20, 2.58], [-3.70, -3.97, 3.98], [3.77, 1.46, 3.33], [5.06, 0.78, 6.02], [4.02, 2.19, 5.69], [5.61, 2.05, 4.93], [5.37, -1.00, 4.17], [5.97, 0.27, 3.10], [4.60, -0.72, 2.59], [2.71, -1.63, -2.40]], "mulliken_charge": [0.3128, -0.7586, -1.0649, 0.2478, -1.6399, 0.8512, -1.0523, -0.6264, -1.1488, 0.8552, -1.3885, 0.3284, -1.0272, -0.7562, 0.2027, 0.8513, 0.3190, 0.4546, 0.3539, 0.3484, 0.2851, 0.4425, 0.3615, 0.5192, 0.4358, 0.5164, 0.2772, 0.4890, -0.4300, 0.3614, 0.4694, 0.5087, 0.2716, 0.3008, -1.6338, 0.8325, -1.0681, -0.0426, 0.4960, -0.5233, -0.7394, -0.9713, 0.1651, -0.2831, 0.4132, -1.3060, -0.9380, -0.0284, 0.8198, -1.5501, -1.2083, -0.2404, 0.7593, -1.4565, -1.2107, 0.4148, 0.3102, 0.3503, 0.3237, 0.3153, 0.0668, 0.4443, 0.5192, 0.5821, 0.3471, 0.2650, 0.5127, 0.2911, 0.1670, 0.1950, 0.4463, 0.2683, 0.3044, 0.4268, 0.3606, 0.2960, 0.0976, 0.4349, 0.3110, 0.3184, 0.3363, 0.4150, 0.3089, 0.4550, 0.0675, -0.7087], "mol_weight_da": 762.99, "gap_ev": 7.080}

***

[2]
{"formula": "C24H48IN4O7P", "method": "ωB97M-V with the def2-TZVPD basis set", "elements": ["C", "C", "C", "N", "N", "C", "O", "O", "C", "C", "O", "I", "P", "O", "O", "H", "H", "H", "H", "H", "H", "H", "H", "H", "H", "H", "H", "C", "C", "C", "C", "C", "C", "N", "O", "C", "C", "C", "H", "H", "H", "H", "H", "H", "H", "H", "H", "H", "H", "H", "H", "H", "H", "H", "H", "H", "C", "C", "C", "C", "C", "C", "N", "O", "C", "C", "C", "H", "H", "H", "H", "H", "H", "H", "H", "H", "H", "H", "H", "H", "H", "H", "H", "H", "H"], "xyz": [[-0.11, -6.98, 1.22], [-0.85, -6.65, -0.19], [-1.23, -5.06, -0.15], [-2.08, -4.80, -1.34], [-2.95, -3.71, -1.21], [-4.17, -4.02, -0.44], [-5.20, -3.34, -0.73], [-4.29, -4.99, 0.58], [-5.19, -6.08, 0.16], [-5.19, -7.14, 1.36], [-4.54, -6.89, 2.42], [-6.21, -9.07, 1.33], [-2.14, -2.22, -0.71], [-3.30, -0.97, -1.07], [-1.92, -2.11, 0.99], [0.25, -6.01, 1.74], [0.76, -7.71, 1.03], [-0.80, -7.52, 1.96], [-0.06, -6.76, -1.01], [-1.79, -7.28, -0.35], [-1.74, -4.89, 0.86], [-0.23, -4.50, -0.13], [-2.57, -5.65, -1.65], [-4.79, -6.56, -0.81], [-6.22, -5.58, -0.01], [-3.87, -0.85, -0.27], [-2.34, -2.85, 1.48], [-1.43, 4.43, 3.18], [-0.38, 3.45, 2.59], [-0.71, 3.17, 1.11], [-1.91, 2.24, 0.91], [-1.75, 0.96, 1.72], [-1.45, 1.22, 3.21], [-0.34, 2.20, 3.42], [0.83, 1.55, 3.14], [-2.73, 1.72, 3.93], [-1.17, -0.14, 3.90], [0.95, 4.25, 2.64], [-1.14, 5.47, 3.02], [-2.41, 4.33, 2.73], [-1.53, 4.31, 4.26], [0.16, 2.71, 0.61], [-0.90, 4.11, 0.58], [-2.84, 2.75, 1.19], [-2.00, 1.99, -0.15], [-2.66, 0.36, 1.62], [-0.94, 0.37, 1.28], [-2.52, 2.00, 4.96], [-3.49, 0.94, 3.95], [-3.20, 2.57, 3.43], [-0.35, -0.69, 3.43], [-2.04, -0.79, 3.85], [-0.92, -0.01, 4.96], [1.23, 4.48, 3.68], [0.86, 5.19, 2.11], [1.78, 3.71, 2.17], [4.78, 0.90, -1.92], [3.68, 1.95, -1.63], [2.32, 1.45, -2.16], [2.20, 1.51, -3.68], [2.54, 2.91, -4.20], [3.90, 3.42, -3.70], [4.07, 3.27, -2.22], [3.33, 4.24, -1.62], [5.04, 2.68, -4.44], [4.07, 4.89, -4.16], [3.60, 2.00, -0.08], [4.85, 0.16, -1.11], [4.59, 0.33, -2.83], [5.76, 1.36, -1.99], [1.50, 2.04, -1.73], [2.15, 0.42, -1.83], [2.84, 0.76, -4.15], [1.17, 1.26, -3.98], [2.52, 2.90, -5.29], [1.74, 3.60, -3.89], [6.02, 2.95, -4.03], [5.05, 2.93, -5.50], [4.95, 1.59, -4.40], [3.26, 5.54, -3.82], [4.08, 4.96, -5.25], [5.02, 5.31, -3.81], [4.54, 2.35, 0.35], [3.40, 1.01, 0.33], [2.79, 2.64, 0.28]], "lowdin_spin": [0.0000, 0.0000, 0.0000, 0.0000, 0.0000, 0.0000, 0.0000, 0.0000, 0.0000, 0.0000, 0.0000, 0.0000, 0.0000, 0.0001, 0.0001, 0.0000, 0.0000, 0.0000, 0.0000, 0.0000, 0.0000, 0.0000, 0.0000, 0.0000, 0.0000, 0.0000, 0.0000, 0.0016, 0.0231, 0.0129, 0.0008, 0.0128, 0.0235, 0.3217, 0.5962, 0.0012, -0.0010, -0.0010, -0.0004, -0.0001, 0.0013, 0.0025, 0.0010, 0.0003, 0.0008, 0.0008, 0.0025, 0.0011, -0.0004, 0.0000, -0.0007, -0.0003, 0.0002, 0.0002, -0.0003, -0.0007, 0.0016, 0.0232, 0.0131, 0.0008, 0.0129, 0.0237, 0.3233, 0.5941, 0.0012, -0.0010, -0.0008, -0.0004, -0.0001, 0.0013, 0.0026, 0.0010, 0.0003, 0.0008, 0.0009, 0.0026, 0.0011, -0.0004, 0.0000, -0.0007, -0.0003, 0.0002, 0.0002, -0.0002, -0.0007], "mol_weight_da": 662.55, "gap_ev": [8.350, 8.978], "spin_multiplicity": 3}